The following is a DFT calculation (ωB97M-V with the def2-TZVPD basis set) of C19H56F2KN5O13S2 as an isolated structure at a distorted geometry.

Computed properties:
HOMO	-9.43	eV
molar mass	703.9	g/mol
HOMO-LUMO gap	9.045	eV
energy	-98111.4523	eV

Geometry as ORCA input:
```
! RIJCOSX wB97M-V def2-TZVPD def2/J DEFGRID3
* xyz 0 1
K -4.75 -18.14 -16.80
N -6.55 -18.26 -14.46
S -7.93 -18.26 -13.81
O -8.07 -17.51 -12.59
O -8.79 -19.38 -14.02
F -8.49 -17.12 -14.83
S -5.74 -19.00 -13.14
O -6.20 -20.30 -12.74
O -5.17 -18.09 -12.21
F -4.52 -19.44 -14.07
C -8.12 -14.88 -10.34
C -8.76 -13.67 -9.65
O -7.86 -12.56 -9.65
H -8.94 -15.58 -10.50
H -7.32 -15.37 -9.81
H -7.89 -14.50 -11.34
H -8.97 -13.95 -8.61
H -9.70 -13.37 -10.12
H -8.31 -11.86 -9.18
C -8.20 -19.99 -19.12
C -8.18 -19.15 -17.87
O -7.29 -19.73 -16.93
H -8.40 -21.04 -18.87
H -7.25 -19.98 -19.66
H -9.01 -19.67 -19.77
H -9.18 -19.08 -17.42
H -7.88 -18.12 -18.09
H -7.30 -19.28 -16.08
C -10.38 -21.31 -10.29
C -9.37 -21.30 -11.42
O -8.24 -22.07 -11.03
H -10.76 -22.31 -10.06
H -11.25 -20.72 -10.60
H -10.00 -20.88 -9.36
H -9.01 -20.28 -11.57
H -9.86 -21.76 -12.29
H -7.54 -21.95 -11.69
C -7.32 -13.89 -14.48
C -6.03 -14.66 -14.36
O -5.99 -15.66 -15.39
H -7.29 -13.30 -15.40
H -7.57 -13.20 -13.68
H -8.11 -14.64 -14.52
H -5.81 -15.19 -13.42
H -5.15 -14.03 -14.55
H -6.30 -16.50 -15.02
C -4.26 -15.57 -9.69
O -3.92 -16.61 -9.09
N -4.88 -15.59 -10.88
N -4.01 -14.37 -9.13
H -5.22 -14.74 -11.29
H -4.93 -16.50 -11.35
H -3.60 -14.36 -8.21
H -4.30 -13.55 -9.63
C -1.99 -16.89 -14.61
O -2.51 -17.22 -15.70
N -0.66 -16.86 -14.40
N -2.78 -16.46 -13.60
H -0.10 -17.35 -15.07
H -0.32 -16.49 -13.54
H -2.34 -16.13 -12.76
H -3.78 -16.50 -13.73
C -8.40 -18.13 -8.80
C -8.75 -17.33 -7.57
C -10.26 -17.16 -7.44
O -8.28 -17.97 -6.40
H -8.92 -17.81 -9.71
H -8.75 -19.17 -8.76
H -7.34 -18.14 -9.04
H -8.29 -16.34 -7.70
H -10.47 -16.49 -6.60
H -10.76 -18.12 -7.34
H -10.73 -16.62 -8.27
H -7.32 -17.86 -6.40
C -11.89 -19.39 -15.90
C -12.40 -18.34 -16.89
C -13.91 -18.41 -16.99
O -12.02 -17.04 -16.44
H -12.33 -19.23 -14.91
H -10.81 -19.32 -15.76
H -12.15 -20.43 -16.13
H -11.90 -18.48 -17.85
H -14.26 -19.18 -17.70
H -14.29 -17.43 -17.27
H -14.42 -18.68 -16.06
H -12.29 -16.93 -15.52
C -1.49 -19.19 -8.50
C -1.78 -19.20 -10.00
C -3.16 -19.84 -10.28
O -1.75 -17.85 -10.46
H -1.59 -20.18 -8.06
H -2.17 -18.49 -8.02
H -0.47 -18.82 -8.35
H -1.02 -19.81 -10.50
H -3.16 -20.81 -9.78
H -3.28 -19.96 -11.35
H -3.95 -19.22 -9.85
H -2.47 -17.38 -10.00
*
```